No. 1
Entry from the OMol25 dataset: a molecular structure, C32H54BIrN9Si2Te (ωB97M-V/def2-TZVPD).

HOMO energy (alpha / beta): -7.220 / -7.754 eV
⟨S²⟩: 0.77
DFT total energy: -2720.77957 hartree
Maximum force: 2.3 eV/Å
E_LUMO (alpha / beta): 0.00 / -1.04 eV
Frontier orbital gap (alpha / beta): 7.22 / 6.71 eV
Relative energy (zero: lowest compared OMol25 entry of this formula, charge and spin): 14.4 kcal per mole

```
! RIJCOSX wB97M-V def2-TZVPD def2/J DEFGRID3
* xyz 0 2
Ir -0.556 -0.056 -0.094
C 2.907 1.039 -0.550
C 2.659 -0.201 0.233
C 3.620 -1.023 0.835
C 2.913 -2.010 1.490
C 3.410 -3.154 2.307
N 1.607 -1.771 1.283
N 1.446 -0.679 0.501
B 0.357 -2.537 1.714
N -0.429 -3.033 0.491
N -0.731 -2.207 -0.561
C -1.133 -3.023 -1.545
C -1.477 -2.659 -2.940
C -1.092 -4.352 -1.126
C -0.635 -4.319 0.169
C -0.403 -5.453 1.110
N -0.542 -1.591 2.498
N -0.969 -0.412 1.959
C -1.581 0.248 2.955
C -2.120 1.625 2.883
C -1.572 -0.529 4.111
C -0.898 -1.682 3.786
C -0.578 -2.861 4.643
H 3.832 0.940 -1.113
H 3.006 1.905 0.107
H 2.092 1.246 -1.240
H 4.689 -0.895 0.810
H 4.497 -3.118 2.356
H 3.118 -4.111 1.872
H 3.020 -3.118 3.324
H 0.674 -3.466 2.390
H -1.615 -1.596 -3.075
H -2.391 -3.170 -3.236
H -0.680 -2.989 -3.609
H -1.357 -5.219 -1.706
H -0.737 -6.378 0.643
H -0.957 -5.316 2.038
H 0.651 -5.558 1.366
H -1.828 2.090 1.959
H -1.721 2.215 3.709
H -3.207 1.632 2.956
H -1.983 -0.257 5.068
H -1.059 -2.737 5.612
H 0.495 -2.960 4.804
H -0.935 -3.789 4.197
C -2.153 3.436 -1.622
C -2.955 2.222 -1.129
C -3.517 2.586 0.247
C -4.171 2.051 -2.042
C -2.136 0.894 -1.121
H -2.736 4.346 -1.467
H -1.923 3.369 -2.688
H -1.212 3.547 -1.084
H -4.311 3.324 0.115
H -2.759 3.051 0.869
H -3.935 1.718 0.757
H -4.742 2.983 -2.077
H -4.831 1.271 -1.663
H -3.890 1.801 -3.062
H -2.836 0.087 -1.361
N -0.012 1.779 0.386
C 0.228 2.672 1.087
C 0.498 3.734 1.917
C -0.285 4.910 1.796
N -0.930 5.862 1.704
C 1.538 3.613 2.874
N 2.384 3.515 3.651
C 3.196 2.121 -4.047
Si 2.069 1.019 -5.042
C 3.098 0.029 -6.253
C 0.858 2.080 -5.999
C 1.141 -0.190 -3.934
Te -0.377 0.881 -2.671
C -1.757 0.661 -4.337
Si -3.106 -0.591 -4.843
C -2.333 -1.691 -6.155
C -3.975 -1.609 -3.532
C -4.437 0.397 -5.717
H 3.775 2.761 -4.716
H 3.901 1.533 -3.458
H 2.641 2.770 -3.366
H 3.718 0.698 -6.855
H 2.471 -0.548 -6.935
H 3.763 -0.667 -5.738
H 1.403 2.808 -6.605
H 0.192 2.639 -5.337
H 0.242 1.485 -6.677
H 1.783 -0.723 -3.229
H 0.569 -0.924 -4.503
H -1.040 0.652 -5.161
H -2.213 1.653 -4.350
H -1.561 -2.354 -5.771
H -1.877 -1.074 -6.933
H -3.095 -2.310 -6.635
H -3.336 -2.085 -2.791
H -4.526 -2.399 -4.053
H -4.706 -1.006 -3.000
H -4.045 0.922 -6.591
H -4.901 1.135 -5.062
H -5.223 -0.279 -6.061
*
```

No. 2
Entry from the OMol25 dataset: a molecular structure, C32H54FeN2O3P2 (ωB97M-V/def2-TZVPD).

HOMO energy (alpha / beta): -10.474 / -11.326 eV
⟨S²⟩: 8.76
DFT total energy: -3533.09659 hartree
Maximum force: 4.1 eV/Å
E_LUMO (alpha / beta): -2.10 / -4.76 eV
Frontier orbital gap (alpha / beta): 8.37 / 6.57 eV
Relative energy (zero: lowest compared OMol25 entry of this formula, charge and spin): 0.0 kcal per mole

```
! RIJCOSX wB97M-V def2-TZVPD def2/J DEFGRID3
* xyz 1 6
Fe 0.154 1.465 0.471
C 0.733 3.113 -0.920
C -0.457 3.465 -0.167
C 1.295 3.132 1.346
C 1.795 2.888 0.000
C -0.081 3.514 1.228
C 0.854 3.111 -2.414
H -0.125 3.044 -2.895
H 1.467 2.278 -2.769
H 1.324 4.042 -2.760
C 3.205 2.508 -0.329
H 3.270 2.051 -1.320
H 3.588 1.788 0.400
H 3.854 3.394 -0.319
C 2.120 3.067 2.593
H 2.720 3.979 2.724
H 2.802 2.211 2.556
H 1.487 2.953 3.478
C -0.946 4.023 2.342
H -0.726 5.082 2.535
H -0.773 3.476 3.272
H -2.006 3.950 2.089
C -1.754 3.949 -0.743
H -1.786 5.047 -0.787
H -2.603 3.614 -0.140
H -1.900 3.574 -1.760
C -3.734 -3.932 -3.174
C -4.196 -2.909 -3.902
C -5.574 -2.302 -3.960
C -6.537 -2.616 -2.794
C -6.008 -2.171 -1.452
C -5.174 -2.812 -0.625
C -4.517 -4.160 -0.760
C -4.468 -4.788 -2.170
H -6.055 -2.595 -4.906
H -6.788 -3.678 -2.793
H -5.451 -1.211 -4.023
H -5.478 -5.025 -2.510
H -2.676 -4.171 -3.292
H -3.479 -2.423 -4.565
H -3.945 -5.748 -2.085
H -3.487 -4.065 -0.388
H -4.915 -2.292 0.299
H -5.009 -4.868 -0.074
H -7.476 -2.084 -2.991
H -6.334 -1.178 -1.139
P -0.685 -0.041 -1.008
P -1.220 0.394 1.914
C -1.766 -1.318 -0.167
C -1.460 -1.350 1.334
H -1.633 -2.300 -0.633
H -2.806 -1.013 -0.335
H -2.246 -1.858 1.905
H -0.504 -1.850 1.519
C -0.667 0.177 3.651
H -0.626 1.132 4.187
H 0.327 -0.281 3.661
H -1.373 -0.501 4.137
C -2.958 0.968 2.145
H -3.581 0.181 2.585
H -3.376 1.263 1.178
H -2.974 1.840 2.803
C 0.522 -1.069 -1.943
H 1.234 -0.452 -2.502
H -0.040 -1.719 -2.619
H 1.067 -1.702 -1.236
C -1.806 0.494 -2.371
H -2.559 1.181 -1.975
H -2.306 -0.370 -2.823
H -1.234 1.011 -3.146
C 6.233 1.278 0.064
C 5.608 0.795 1.382
C 4.609 -0.448 1.407
C 5.332 -1.824 1.169
C 6.358 -1.920 0.060
C 4.263 -0.545 2.862
O 5.128 -0.581 3.733
N 3.046 -0.899 3.159
C 2.015 -0.806 2.295
O 1.204 -1.667 2.492
N 1.984 -0.022 1.138
C 3.238 -0.281 0.527
O 3.349 -0.189 -0.685
H 6.984 0.597 -0.353
H 6.774 2.228 0.271
H 5.494 1.468 -0.726
H 6.464 0.612 2.071
H 5.089 1.672 1.831
H 5.934 -2.116 2.064
H 4.553 -2.609 1.054
H 7.255 -1.334 0.348
H 6.719 -2.968 0.001
H 5.940 -1.603 -0.913
H 2.886 -1.348 4.080
*
```

No. 3
Entry from the OMol25 dataset: a molecular structure, C32H55B2CaF14N10O6S2 (ωB97M-V/def2-TZVPD).

HOMO energy (alpha / beta): -8.362 / -11.215 eV
⟨S²⟩: 0.76
DFT total energy: -5173.07433 hartree
Maximum force: 6.1 eV/Å
E_LUMO (alpha / beta): -4.35 / -4.28 eV
Frontier orbital gap (alpha / beta): 4.02 / 6.94 eV

```
! RIJCOSX wB97M-V def2-TZVPD def2/J DEFGRID3
* xyz 2 2
Ca -7.934 -5.454 -4.537
C -7.757 -0.102 -10.661
C -9.120 -0.792 -10.230
N -10.041 0.314 -9.791
C -10.234 0.776 -8.494
C -11.400 1.448 -8.451
N -11.882 1.552 -9.738
C -11.024 0.925 -10.569
C -13.042 2.243 -10.228
H -7.979 0.799 -11.233
H -7.067 -0.821 -11.102
H -7.274 0.329 -9.784
H -8.924 -1.500 -9.425
H -9.593 -1.332 -11.051
H -9.700 0.338 -7.664
H -11.994 1.824 -7.632
H -11.030 0.845 -11.646
H -13.387 3.212 -9.866
H -13.971 1.693 -10.077
H -13.127 2.122 -11.308
C -17.139 -4.452 -8.868
C -16.134 -4.978 -9.921
N -14.751 -4.801 -9.420
C -13.790 -5.722 -9.052
C -12.638 -5.003 -8.777
N -12.956 -3.657 -8.794
C -14.289 -3.549 -9.146
C -12.108 -2.612 -8.280
H -16.761 -4.631 -7.862
H -18.090 -4.977 -8.960
H -17.293 -3.385 -9.025
H -16.151 -4.394 -10.841
H -16.251 -6.049 -10.085
H -14.101 -6.747 -9.189
H -11.638 -5.375 -8.609
H -14.776 -2.585 -9.134
H -12.526 -1.963 -7.510
H -11.634 -2.002 -9.049
H -11.266 -3.104 -7.795
C -3.593 0.788 -7.238
C -4.955 0.594 -7.918
N -4.953 -0.580 -8.771
C -4.595 -0.629 -10.081
C -4.696 -1.964 -10.574
N -5.279 -2.722 -9.569
C -5.340 -1.894 -8.454
C -5.713 -4.175 -9.534
H -3.489 1.687 -6.630
H -2.813 0.929 -7.986
H -3.404 -0.195 -6.807
H -5.228 1.468 -8.509
H -5.699 0.465 -7.132
H -4.226 0.272 -10.548
H -4.499 -2.243 -11.599
H -5.643 -2.224 -7.472
H -6.637 -4.356 -10.083
H -5.858 -4.561 -8.525
H -4.856 -4.760 -9.868
C -8.166 2.368 -5.370
C -8.493 3.634 -6.210
N -7.955 3.739 -7.471
C -6.651 3.796 -7.685
C -6.440 3.943 -9.032
N -7.677 3.980 -9.685
C -8.584 3.874 -8.672
C -7.830 4.111 -11.121
H -8.906 2.402 -4.570
H -7.172 2.361 -4.923
H -8.270 1.407 -5.873
H -8.109 4.478 -5.637
H -9.559 3.852 -6.158
H -5.884 3.831 -6.925
H -5.543 4.021 -9.628
H -9.658 3.890 -8.778
H -7.262 4.856 -11.679
H -8.885 4.008 -11.374
H -7.450 3.169 -11.516
C -5.233 -2.235 -3.238
C -3.920 -2.981 -2.841
N -3.331 -2.467 -1.571
C -2.850 -1.204 -1.261
C -2.500 -1.165 0.065
N -2.870 -2.416 0.648
C -3.344 -3.192 -0.411
C -2.781 -2.789 2.014
H -5.926 -2.742 -3.910
H -4.951 -1.237 -3.576
H -5.830 -2.198 -2.327
H -3.242 -2.648 -3.626
H -3.937 -4.069 -2.780
H -2.857 -0.391 -1.972
H -2.085 -0.458 0.768
H -3.723 -4.203 -0.365
H -2.760 -1.867 2.596
H -1.907 -3.436 2.082
H -3.662 -3.281 2.426
B -8.654 -5.024 -7.646
F -8.429 -3.764 -8.119
F -7.606 -5.546 -6.990
F -9.638 -4.995 -6.759
F -9.012 -5.817 -8.678
B -7.227 -5.924 -1.959
F -8.070 -4.954 -2.379
F -6.393 -5.345 -1.063
F -7.852 -6.930 -1.257
F -6.445 -6.419 -3.069
C -12.648 -5.277 -4.101
F -12.952 -5.232 -5.412
F -12.224 -4.105 -3.597
F -13.681 -5.641 -3.338
S -11.266 -6.689 -3.835
O -11.477 -7.618 -5.031
O -9.977 -6.039 -3.960
O -11.504 -7.355 -2.534
C -10.343 -1.407 -4.825
F -10.602 -1.385 -3.487
F -11.129 -2.349 -5.400
F -10.621 -0.191 -5.276
S -8.486 -1.838 -5.005
O -8.107 -1.368 -6.319
O -7.911 -1.021 -3.948
O -8.393 -3.303 -4.835
*
```

> Which value of ⟨S²⟩ does entry 2 give?

8.76

> DFT total energy of number 1 (C32H54BIrN9Si2Te)?

-2720.77957 hartree

> What is the formula in the second record?

C32H54FeN2O3P2

> Look up the maximum force of the third one.

6.1 eV/Å